{
  "formula": "C4H10NSi",
  "method": "the ωB97M-V functional and the def2-TZVPD basis",
  "species": ["C", "C", "C", "C", "N", "Si", "H", "H", "H", "H", "H", "H", "H", "H", "H", "H"],
  "coordinates": [[1.31239, 0.61822, 0.50416], [-2.54922, 1.38912, -0.11665], [2.51523, 0.39141, -0.26453], [-0.22543, -2.22335, 0.06478], [-1.41114, 0.79077, 0.43321], [-0.26980, -0.36390, 0.33168], [1.27033, 1.53291, 1.08440], [-2.46192, 1.51755, -1.20034], [-3.44031, 0.77559, 0.05415], [-2.69602, 2.36619, 0.34945], [3.33686, 0.24796, 0.45435], [2.47604, -0.47119, -0.92408], [2.83040, 1.28574, -0.81354], [0.79094, -2.61964, 0.02444], [-0.74496, -2.73292, 0.87756], [-0.73340, -2.50445, -0.85904]],
  "forces_ev_per_angstrom": [[-2.0, -0.5, -0.1], [0.2, 0.8, -0.6], [1.2, -0.4, 0.2], [-0.7, 0.3, 0.1], [-1.3, -1.1, 0.0], [3.0, 0.5, 0.0], [-0.1, 0.0, 0.1], [0.0, 0.0, 0.1], [-0.1, -0.1, 0.4], [-0.3, -0.1, 0.1], [0.1, -0.1, -0.2], [0.1, 0.0, -0.1], [-0.2, -0.1, -0.1], [0.1, 0.4, 0.1], [0.0, 0.0, 0.1], [-0.1, 0.1, 0.0]],
  "lowdin_spin": [0.598, 0.115, 0.121, 0.038, 0.745, 0.212, 0.028, 0.005, 0.052, 0.022, 0.039, -0.001, 0.024, 0.003, -0.001, 0.002],
  "e_above_lowest_kcal_mol": 0.0,
  "total_energy_ha": -502.2782,
  "multiplicity": 3,
  "homo_lumo_gap_ev": [8.770, 7.871],
  "max_force_ev_per_a": 3.08,
  "total_charge": 1
}